A molecular structure, C21H46ClNbO4P at a distorted geometry, computed with wB97M-V/def2-TZVPD.

Properties
- LUMO (Ha) = 0.1003
- E_tot (a.u.) = -1987.0917
- molar mass (g/mol) = 521.93
- gap between HOMO and LUMO (eV) = 6.843

```
! RIJCOSX wB97M-V def2-TZVPD def2/J DEFGRID3
* xyz -1 1
C -5.401 1.596 1.581
C -4.385 1.306 2.679
O -3.427 0.299 2.354
C -2.141 0.583 1.985
O -1.306 -0.192 2.309
C -1.941 1.810 1.132
C -2.597 1.693 -0.269
C -1.638 1.819 -1.456
Nb 0.324 0.721 -1.859
C 1.615 2.555 -1.517
C 3.151 2.490 -1.475
C 3.730 2.874 -0.095
C 4.576 1.760 0.557
C 4.057 1.312 1.936
C 3.660 -0.163 1.993
C 2.822 -0.494 3.244
C 1.408 -1.013 2.968
C 1.302 -2.421 2.395
O 2.075 -2.571 1.220
C 2.756 -3.789 1.093
C -0.297 -1.172 -2.838
C -1.606 -1.559 -2.148
C -1.930 -3.073 -2.223
C -3.302 -3.310 -2.851
C -1.840 -3.742 -0.851
P 0.274 1.878 -4.207
O -0.126 3.481 -4.157
Cl -1.393 1.195 -5.326
H -5.389 0.783 0.851
H -6.411 1.657 1.993
H -5.187 2.521 1.043
H -4.878 0.902 3.567
H -3.869 2.219 2.992
H -0.864 1.965 1.038
H -2.361 2.671 1.662
H -3.365 2.477 -0.332
H -3.149 0.748 -0.346
H -1.398 2.892 -1.578
H -2.210 1.530 -2.358
H 2.013 -0.046 -1.890
H 0.149 0.311 -0.095
H 1.219 2.798 -0.516
H 1.298 3.367 -2.180
H 3.583 3.120 -2.262
H 3.470 1.471 -1.701
H 4.301 3.807 -0.153
H 2.885 3.079 0.573
H 5.626 2.065 0.627
H 4.555 0.889 -0.108
H 3.158 1.896 2.172
H 4.796 1.524 2.721
H 3.078 -0.401 1.098
H 4.563 -0.785 1.950
H 2.709 0.431 3.823
H 3.347 -1.195 3.908
H 0.861 -0.314 2.322
H 0.857 -1.053 3.918
H 0.250 -2.641 2.170
H 1.639 -3.148 3.154
H 3.251 -4.074 2.034
H 2.078 -4.608 0.804
H 3.512 -3.668 0.316
H -0.396 -1.183 -3.929
H 0.499 -1.896 -2.613
H -2.430 -0.983 -2.586
H -1.574 -1.272 -1.083
H -1.171 -3.524 -2.874
H -3.591 -4.366 -2.813
H -4.067 -2.730 -2.319
H -3.328 -2.993 -3.898
H -0.803 -3.849 -0.519
H -2.297 -4.737 -0.854
H -2.360 -3.135 -0.100
H -1.021 3.605 -3.804
*
```

How is the electron density shared among the atoms? According to Löwdin, the charges in e are:
1 C -0.07
2 C -0.24
3 O -0.03
4 C -0.49
5 O 0.11
6 C -0.12
7 C -0.29
8 C -0.38
9 Nb 1.18
10 C -0.39
11 C -0.31
12 C -0.21
13 C -0.20
14 C -0.22
15 C -0.21
16 C -0.20
17 C -0.20
18 C -0.23
19 O -0.21
20 C -0.13
21 C -0.38
22 C -0.30
23 C -0.44
24 C -0.10
25 C -0.08
26 P 0.33
27 O -0.52
28 Cl 0.01
29 H 0.08
30 H 0.07
31 H 0.06
32 H 0.12
33 H 0.11
34 H 0.09
35 H 0.10
36 H 0.08
37 H 0.10
38 H 0.03
39 H 0.01
40 H -0.07
41 H -0.06
42 H 0.03
43 H 0.00
44 H 0.09
45 H 0.03
46 H 0.10
47 H 0.08
48 H 0.10
49 H 0.10
50 H 0.10
51 H 0.10
52 H 0.10
53 H 0.11
54 H 0.10
55 H 0.10
56 H 0.08
57 H 0.11
58 H 0.12
59 H 0.11
60 H 0.08
61 H 0.08
62 H 0.09
63 H 0.01
64 H 0.03
65 H 0.09
66 H 0.07
67 H 0.12
68 H 0.07
69 H 0.08
70 H 0.08
71 H 0.07
72 H 0.07
73 H 0.08
74 H 0.01

=====

3 unconnected molecules or ions with the total composition C21H46FN3O2Si, computed with wB97M-V/def2-TZVPD.

Properties
- LUMO (alpha / beta) (Ha) = 0.0306 / 0.0244
- E_tot (a.u.) = -1531.7201
- molar mass (g/mol) = 419.70
- ΔE to the lowest compared entry with this formula, charge and spin (kcal/mol) = 18.92
- gap between HOMO and LUMO (alpha / beta) (eV) = 8.584 / 9.162

```
! RIJCOSX wB97M-V def2-TZVPD def2/J DEFGRID3
* xyz 0 3
C 3.287 2.075 0.178
C 2.884 0.767 -0.474
F 4.024 -0.077 -0.510
Si 1.500 -0.133 0.469
C -0.135 0.807 0.268
N -0.256 1.719 -0.881
H 3.789 1.868 1.123
H 2.406 2.682 0.402
H 3.955 2.663 -0.453
H 2.622 0.942 -1.522
H 1.416 -1.530 -0.005
H 1.916 -0.140 1.896
H -0.946 0.074 0.223
H -0.313 1.383 1.176
H 0.037 2.658 -0.653
H 0.241 1.405 -1.702
C 2.669 -6.689 -1.218
C 1.528 -5.825 -1.757
C 1.053 -6.311 -3.133
C 2.061 -6.039 -4.246
C 2.433 -4.560 -4.304
C 2.947 -4.013 -2.965
N 1.938 -4.386 -1.914
O 0.992 -3.538 -1.748
C 4.340 -4.558 -2.642
C 3.042 -2.492 -3.002
C 0.384 -5.878 -0.750
H 2.248 -7.637 -0.880
H 3.432 -6.920 -1.954
H 3.145 -6.205 -0.364
H 0.116 -5.796 -3.367
H 0.828 -7.379 -3.064
H 2.956 -6.654 -4.112
H 1.630 -6.339 -5.203
H 3.202 -4.386 -5.061
H 1.553 -3.979 -4.597
H 4.596 -4.360 -1.600
H 5.062 -4.040 -3.273
H 4.451 -5.621 -2.831
H 2.092 -2.038 -3.270
H 3.790 -2.209 -3.746
H 3.351 -2.096 -2.035
H 0.692 -5.454 0.206
H 0.109 -6.924 -0.596
H -0.485 -5.329 -1.100
C -3.694 4.565 4.650
C -2.490 4.616 3.709
C -2.314 6.011 3.092
C -3.393 6.355 2.068
C -3.475 5.296 0.974
C -3.684 3.877 1.521
N -2.627 3.645 2.565
O -1.521 3.201 2.108
C -5.096 3.702 2.085
C -3.486 2.843 0.421
C -1.252 4.227 4.511
H -3.424 5.078 5.574
H -4.581 5.055 4.258
H -3.947 3.533 4.896
H -1.335 6.041 2.604
H -2.296 6.746 3.901
H -4.363 6.473 2.559
H -3.164 7.322 1.617
H -4.293 5.517 0.284
H -2.549 5.304 0.390
H -5.162 2.790 2.679
H -5.786 3.612 1.247
H -5.435 4.536 2.692
H -2.512 2.915 -0.054
H -4.257 2.999 -0.337
H -3.591 1.831 0.815
H -1.337 3.204 4.879
H -1.171 4.899 5.367
H -0.348 4.300 3.916
*
```

How is the electron density shared among the atoms? According to Löwdin, the charges in e are:
1 C -0.10
2 C -0.51
3 F -0.12
4 Si 0.74
5 C -0.40
6 N -0.05
7 H 0.08
8 H 0.07
9 H 0.08
10 H 0.10
11 H -0.04
12 H -0.03
13 H 0.06
14 H 0.04
15 H 0.05
16 H 0.05
17 C -0.03
18 C -0.49
19 C -0.13
20 C -0.17
21 C -0.13
22 C -0.48
23 N -0.11
24 O -0.05
25 C -0.03
26 C -0.04
27 C -0.04
28 H 0.09
29 H 0.06
30 H 0.10
31 H 0.12
32 H 0.12
33 H 0.10
34 H 0.11
35 H 0.12
36 H 0.12
37 H 0.10
38 H 0.09
39 H 0.06
40 H 0.08
41 H 0.09
42 H 0.07
43 H 0.09
44 H 0.09
45 H 0.08
46 C -0.03
47 C -0.49
48 C -0.13
49 C -0.17
50 C -0.13
51 C -0.48
52 N -0.10
53 O -0.04
54 C -0.03
55 C -0.04
56 C -0.04
57 H 0.09
58 H 0.06
59 H 0.10
60 H 0.12
61 H 0.12
62 H 0.10
63 H 0.11
64 H 0.12
65 H 0.12
66 H 0.09
67 H 0.09
68 H 0.06
69 H 0.06
70 H 0.09
71 H 0.10
72 H 0.09
73 H 0.09
74 H 0.08

=====

A molecular structure, C21H46NOP3RhSe at a distorted geometry, computed with wB97M-V/def2-TZVPD.

Properties
- LUMO (alpha / beta) (Ha) = -0.3399 / -0.4630
- E_tot (a.u.) = -4492.6927
- molar mass (g/mol) = 603.39
- gap between HOMO and LUMO (alpha / beta) (eV) = 7.178 / 3.789

```
! RIJCOSX wB97M-V def2-TZVPD def2/J DEFGRID3
* xyz 3 5
Rh -0.203 0.344 -0.888
P -0.871 2.358 -0.291
P -2.264 -0.549 -0.605
P -0.364 0.343 -3.074
H 6.459 -1.123 -1.084
C 6.672 -0.272 -1.741
C 6.345 0.992 -1.421
H 5.871 1.256 -0.470
C -0.324 2.578 1.439
C -2.570 3.049 -0.299
C 0.106 3.625 -1.188
C -2.128 -2.367 -0.635
C -3.106 -0.329 1.018
C -3.703 -0.248 -1.737
C 1.319 0.824 -3.598
C -1.497 1.406 -4.044
C -0.558 -1.341 -3.770
H 7.224 -0.499 -2.640
H 6.624 1.819 -2.089
H 0.562 1.951 1.587
H -1.102 2.228 2.127
H -0.083 3.629 1.655
H -3.193 2.576 0.468
H -3.043 2.897 -1.276
H -2.569 4.130 -0.094
H 1.155 3.307 -1.214
H 0.054 4.605 -0.691
H -0.255 3.738 -2.218
H -3.097 -2.820 -0.390
H -1.394 -2.659 0.123
H -1.796 -2.739 -1.608
H -3.994 -0.982 1.073
H -3.423 0.712 1.168
H -2.392 -0.607 1.805
H -4.589 -0.778 -1.350
H -3.521 -0.608 -2.758
H -3.959 0.819 -1.784
H 1.438 0.836 -4.690
H 2.041 0.115 -3.170
H 1.543 1.823 -3.202
H -1.342 1.310 -5.131
H -1.352 2.463 -3.786
H -2.541 1.146 -3.839
H -0.246 -1.391 -4.823
H -1.601 -1.674 -3.706
H 0.066 -2.035 -3.195
C 2.280 -1.967 -0.035
C 3.071 -0.844 -0.316
C 3.750 -0.790 -1.531
C 3.678 -1.834 -2.455
C 2.790 -2.890 -2.219
C 2.075 -2.929 -1.028
Se 1.360 -2.140 1.630
H 2.630 -2.179 2.378
H 3.136 -0.012 0.385
H 4.390 0.063 -1.708
H 4.330 -1.808 -3.342
H 2.675 -3.666 -2.972
H 1.312 -3.698 -0.845
C -2.029 -0.889 6.444
N -1.830 -0.358 5.110
C -2.674 0.762 4.783
C -0.784 -0.685 4.299
C 0.110 -1.767 4.831
O -0.619 -0.135 3.198
H -2.942 -0.405 6.801
H -1.207 -0.663 7.141
H -2.186 -1.976 6.449
H -2.690 0.932 3.709
H -3.665 0.491 5.140
H -2.338 1.668 5.301
H -0.456 -2.716 4.839
H 0.995 -1.892 4.192
H 0.442 -1.530 5.857
*
```

How is the electron density shared among the atoms? According to Löwdin, the charges in e are:
1 Rh 0.51
2 P 0.67
3 P 0.70
4 P 0.66
5 H 0.07
6 C -0.07
7 C -0.07
8 H 0.06
9 C -0.23
10 C -0.21
11 C -0.23
12 C -0.23
13 C -0.23
14 C -0.21
15 C -0.22
16 C -0.20
17 C -0.22
18 H 0.07
19 H 0.07
20 H 0.04
21 H 0.04
22 H 0.08
23 H 0.04
24 H 0.05
25 H 0.08
26 H 0.05
27 H 0.08
28 H 0.04
29 H 0.08
30 H 0.02
31 H 0.04
32 H 0.08
33 H 0.04
34 H 0.03
35 H 0.08
36 H 0.04
37 H 0.04
38 H 0.08
39 H 0.02
40 H 0.04
41 H 0.08
42 H 0.05
43 H 0.04
44 H 0.08
45 H 0.04
46 H 0.03
47 C -0.58
48 C -0.11
49 C -0.10
50 C -0.02
51 C -0.03
52 C -0.12
53 Se 1.21
54 H -0.02
55 H 0.12
56 H 0.06
57 H 0.15
58 H 0.13
59 H 0.12
60 C -0.03
61 N -0.14
62 C -0.02
63 C -0.48
64 C 0.00
65 O -0.05
66 H 0.10
67 H 0.11
68 H 0.11
69 H 0.06
70 H 0.10
71 H 0.12
72 H 0.12
73 H 0.01
74 H 0.11

=====

- The lowest E_tot belongs to which entry?
  C21H46NOP3RhSe

=====

- Among the records above, which one has the highest E_tot?
  C21H46FN3O2Si